{
  "formula": "C26H55NO12",
  "method": "ωB97M-V/def2-TZVPD",
  "homo_lumo_gap_ev": 8.1518,
  "molar_mass_da": 573.7,
  "e_above_lowest_kcal_mol": 100.90,
  "smiles": "O=[N+]([O-])c1ccccc1.COCCOC.COCCOC.COCCOC.COCCOC.COCCOC",
  "lumo_ev": -0.8434,
  "elements": ["O", "N", "O", "C", "C", "C", "C", "C", "C", "H", "H", "H", "H", "H", "C", "O", "C", "C", "O", "C", "H", "H", "H", "H", "H", "H", "H", "H", "H", "H", "C", "O", "C", "C", "O", "C", "H", "H", "H", "H", "H", "H", "H", "H", "H", "H", "C", "O", "C", "C", "O", "C", "H", "H", "H", "H", "H", "H", "H", "H", "H", "H", "C", "O", "C", "C", "O", "C", "H", "H", "H", "H", "H", "H", "H", "H", "H", "H", "C", "O", "C", "C", "O", "C", "H", "H", "H", "H", "H", "H", "H", "H", "H", "H"],
  "positions_angstrom": [[-0.7972, -2.2877, -2.1845], [-1.8596, -2.9214, -1.9383], [-2.5574, -3.3471, -2.8374], [-2.1612, -3.1848, -0.5924], [-3.2970, -4.0421, -0.2707], [-3.4635, -4.4631, 1.0787], [-2.7180, -4.0003, 2.1399], [-1.7052, -3.1400, 1.8222], [-1.3707, -2.6480, 0.5034], [-3.8983, -4.3157, -1.1251], [-4.2638, -5.1700, 1.2405], [-2.7664, -4.3362, 3.1652], [-1.0412, -2.8327, 2.6167], [-0.5761, -1.9337, 0.3461], [3.7942, -1.4890, -7.2376], [4.0556, -0.1674, -6.7634], [4.3056, 0.0535, -5.3999], [3.0087, -0.0867, -4.6785], [3.3916, -0.3268, -3.3434], [2.4892, -1.0688, -2.6196], [3.1868, -2.1119, -6.5810], [4.7435, -1.9985, -7.4030], [3.2282, -1.3210, -8.1539], [4.8869, 0.9706, -5.3042], [5.0495, -0.6519, -5.0296], [2.3483, -0.8762, -5.0373], [2.4746, 0.8634, -4.6608], [1.5038, -0.6100, -2.7015], [2.8027, -1.2397, -1.5898], [2.4076, -1.9950, -3.1885], [-8.4197, 0.4178, 0.9612], [-7.3606, -0.2875, 0.3492], [-6.2606, -0.8862, 1.1085], [-5.2498, 0.1454, 1.7186], [-4.2282, -0.5804, 2.2593], [-3.0206, 0.0057, 2.6618], [-8.0181, 1.3685, 1.3119], [-8.7614, -0.0709, 1.8736], [-9.3104, 0.4698, 0.3351], [-5.5784, -1.4023, 0.4331], [-6.6298, -1.5072, 1.9248], [-5.8498, 0.8628, 2.2785], [-5.0363, 0.7569, 0.8419], [-2.2418, -0.7302, 2.8621], [-3.2781, 0.4425, 3.6266], [-2.8042, 0.8412, 1.9961], [-0.1733, 1.0044, -0.3160], [1.1542, 0.5873, -0.3300], [1.9468, 0.8181, 0.7912], [1.7547, -0.3721, 1.8439], [0.5180, -0.1860, 2.5733], [0.6740, -0.9137, 3.7912], [-0.0933, 2.0913, -0.3350], [-0.5316, 0.7433, 0.6798], [-0.7372, 0.5238, -1.1155], [1.5595, 1.7306, 1.2444], [3.0065, 0.7206, 0.5556], [2.6032, -0.1759, 2.4993], [1.7398, -1.3724, 1.4110], [1.3322, -0.4788, 4.5433], [0.9908, -1.9431, 3.6239], [-0.3198, -0.8265, 4.2305], [5.1631, 0.4793, 4.1104], [4.5872, -0.7998, 4.0861], [5.3689, -2.0257, 4.1270], [4.4961, -3.2178, 4.5067], [3.5439, -3.2691, 3.5043], [3.9942, -3.6272, 2.2181], [5.7978, 0.7170, 4.9640], [4.3856, 1.2423, 4.1468], [5.7238, 0.7048, 3.2033], [6.1156, -2.0344, 4.9210], [5.9438, -2.0959, 3.2036], [4.1560, -3.1446, 5.5397], [5.1150, -4.1140, 4.5495], [3.6651, -4.6484, 2.0261], [5.0536, -3.5477, 1.9742], [3.4791, -2.8859, 1.6072], [-2.9517, 3.8924, -0.4216], [-2.0787, 5.0211, -0.7250], [-1.6438, 5.0402, -2.0423], [-0.7524, 6.2006, -2.3145], [-0.5901, 6.4017, -3.7246], [0.0836, 7.6443, -4.0075], [-2.9749, 3.8919, 0.6682], [-2.4077, 2.9933, -0.7111], [-3.9033, 3.7755, -0.9401], [-2.5126, 5.0751, -2.6995], [-1.1303, 4.1060, -2.2697], [0.1776, 6.2438, -1.7476], [-1.2326, 7.0485, -1.8262], [0.3099, 7.5162, -5.0661], [1.0175, 7.7929, -3.4655], [-0.5772, 8.5045, -3.9008]],
  "lowdin_charge": [0.0393, -0.3492, 0.0847, -0.1336, 0.0389, -0.0697, -0.0781, -0.0805, 0.0706, 0.1072, 0.1012, 0.1160, 0.0839, 0.0943, -0.0915, -0.1996, -0.2064, -0.1980, -0.1985, -0.1282, 0.0762, 0.0842, 0.0907, 0.1316, 0.1240, 0.1176, 0.1348, 0.0782, 0.0885, 0.0867, -0.1181, -0.2006, -0.1399, -0.2580, -0.1765, -0.0704, 0.0781, 0.0790, 0.0881, 0.1176, 0.1205, 0.1147, 0.1203, 0.0593, 0.0906, 0.0879, -0.0957, -0.2305, -0.1559, -0.1579, -0.2129, -0.1138, 0.0857, 0.0661, 0.0967, 0.1271, 0.1247, 0.0995, 0.1146, 0.0896, 0.0808, 0.0780, -0.1232, -0.1983, -0.1784, -0.2069, -0.1944, -0.0888, 0.0824, 0.0826, 0.0835, 0.1170, 0.1134, 0.1306, 0.1236, 0.0918, 0.0864, 0.0790, -0.0710, -0.1812, -0.2533, -0.2188, -0.1762, -0.0971, 0.0890, 0.0590, 0.0885, 0.1321, 0.1227, 0.1259, 0.1216, 0.0854, 0.0841, 0.0844]
}